Computed, not measured: a cluster of 5 separate species, CH11NO5 in total in a non-equilibrium geometry, with ωB97M-V/def2-TZVPD.

Positions of all 18 atoms, in Å:
1 N 0.10182 1.22024 0.52354
2 C -0.78753 2.02777 -0.10747
3 O -1.41388 1.71927 -1.09783
4 H 0.76513 1.62491 1.17478
5 H 0.50963 0.38695 0.12471
6 H -0.97540 2.98664 0.38766
7 O 0.11977 0.67117 3.76505
8 H -0.61258 1.24556 3.98609
9 H -0.28130 -0.19009 3.70657
10 O 1.79381 -1.76923 0.04744
11 H 1.86948 -1.48516 -0.87309
12 H 2.68021 -2.12195 0.21015
13 O -0.77581 -2.57826 -1.31061
14 H -0.21160 -2.59391 -0.54305
15 H -1.60231 -2.95633 -1.04939
16 O 0.56852 -0.26566 -2.13064
17 H 0.14153 0.59994 -2.22845
18 H -0.14944 -0.91266 -2.21920

- E_LUMO (eV) = 0.54
- electronic energy (Ha) = -475.67360
- SMILES = NC=O.O.O.O.O
- M (g/mol) = 117.10
- ΔE to the lowest compared entry with this formula, charge and spin (kcal/mol) = 9.1

natural (NBO) population analysis, charges in e, atoms 1 to 6:
1. N -0.82
2. C 0.52
3. O -0.63
4. H 0.39
5. H 0.43
6. H 0.11

Computed, not measured: a structure of composition C23H15Cl5F6N3OS3Sr, with ωB97M-V/def2-TZVPD.

Positions of all 57 atoms, in Å:
1 Sr -0.09964 0.21918 -0.17722
2 C -1.70194 -0.21161 3.34630
3 C -0.22759 -0.08515 3.51633
4 N 0.59292 0.09443 2.52194
5 C 1.90111 0.11978 2.94901
6 C 2.06882 -0.01856 4.29262
7 S 0.54305 -0.21629 5.04085
8 C 2.97516 0.25424 1.95890
9 C 4.31119 0.22374 2.22677
10 S 5.18238 0.30313 0.75770
11 C 3.71763 0.47144 -0.10804
12 N 2.65104 0.40989 0.63414
13 C 3.67673 0.63794 -1.58944
14 H -1.96964 0.06220 2.32672
15 H -2.23868 0.44737 4.02877
16 H -2.01210 -1.24060 3.53586
17 H 2.99508 -0.02304 4.83962
18 H 4.78644 0.10262 3.18412
19 H 4.65660 0.46918 -2.03405
20 H 3.34331 1.64575 -1.83504
21 H 2.95738 -0.05795 -2.02231
22 S 0.15500 0.78553 -3.11059
23 C 0.74749 2.29210 -2.45900
24 C 1.05845 3.37426 -3.30896
25 C 1.55488 4.54085 -2.78127
26 C 1.74204 4.65242 -1.40121
27 C 1.40500 3.55776 -0.63189
28 N 0.93503 2.41872 -1.13299
29 H 0.90022 3.26179 -4.37206
30 H 1.79547 5.36892 -3.43856
31 H 2.12015 5.55466 -0.94218
32 H 1.51471 3.58292 0.44810
33 Cl -2.53783 -2.04928 -0.03092
34 C -1.16330 -3.19965 0.04120
35 C 0.10061 -2.66048 0.04064
36 C 1.10560 -3.59669 0.09936
37 Cl 2.79172 -3.00620 0.10185
38 C 0.91239 -4.96981 0.16472
39 Cl 2.23482 -6.08250 0.24988
40 C -0.39670 -5.45105 0.16433
41 Cl -0.69611 -7.15095 0.24899
42 C -1.46315 -4.55366 0.09962
43 Cl -3.08567 -5.14250 0.09630
44 C -3.86709 1.70320 -1.07082
45 C -3.08512 2.03934 0.20867
46 O -2.03082 1.22382 0.38025
47 C -4.04926 1.91236 1.41248
48 F -4.36165 0.62727 1.62855
49 F -3.52045 2.37696 2.56017
50 F -5.22282 2.55986 1.24637
51 C -2.58047 3.49998 0.11146
52 F -1.94230 3.70367 -1.04958
53 F -1.71686 3.81749 1.08502
54 F -3.57220 4.42071 0.16478
55 H -4.28960 0.70512 -0.96090
56 H -3.16115 1.68684 -1.89885
57 H -4.67080 2.40825 -1.28894

- E_LUMO (eV) = 1.99
- charge = -1
- electronic energy (Ha) = -5250.68593
- M (g/mol) = 824.47
- ΔE to the lowest compared entry with this formula, charge and spin (kcal/mol) = 1.1

natural (NBO) population analysis, charges in e, atoms 1 to 6:
1. Sr 1.76
2. C -0.67
3. C 0.09
4. N -0.51
5. C 0.18
6. C -0.47

Computed, not measured: a cluster of 2 separate species, C2H3F2PS in total in a non-equilibrium geometry, with ωB97M-V/def2-TZVPD.

Positions of all 9 atoms, in Å:
1 F -2.44494 -0.55187 1.14241
2 P -1.34387 -0.30206 -0.05817
3 F -2.46046 -0.17101 -1.25552
4 S -1.10955 1.80949 0.29646
5 H -0.49266 2.41490 -0.64653
6 C 1.69133 -0.89465 -0.41618
7 C 2.22787 -0.65064 0.63397
8 H 1.18835 -0.81257 -1.27359
9 H 2.74391 -0.84160 1.57715

- E_LUMO (eV) = 0.32
- electronic energy (Ha) = -1017.24324
- SMILES = FP(F)S.C#C
- M (g/mol) = 128.08
- ΔE to the lowest compared entry with this formula, charge and spin (kcal/mol) = 69.0

natural (NBO) population analysis, charges in e, atoms 1 to 6:
1. F -0.58
2. P 1.41
3. F -0.59
4. S -0.39
5. H 0.16
6. C -0.24

Computed, not measured: a structure of composition C5H6O4V in a non-equilibrium geometry, with ωB97M-V/def2-TZVPD.

Positions of all 16 atoms, in Å:
1 O -0.76067 0.05524 1.19092
2 O 0.22689 -0.78377 -0.63383
3 C 0.87089 -1.96291 -0.44429
4 C 0.22690 -3.12909 -0.43967
5 C 0.27988 0.17713 0.39542
6 H 1.93785 -1.88308 -0.21106
7 H 1.23852 0.08005 0.93754
8 H 0.77478 -4.03568 -0.18995
9 H -0.85678 -3.18178 -0.55445
10 V -2.21543 1.16988 1.17223
11 O -1.93553 1.95700 -0.67771
12 O -1.17181 2.93035 1.10249
13 C -0.91613 2.44408 -0.06154
14 C 0.42231 1.91363 -0.35138
15 H 1.21702 2.44566 0.17834
16 H 0.66133 1.80328 -1.41306

- E_LUMO (spin up / spin down) (eV) = -0.67 / -0.63
- electronic energy (Ha) = -1439.00959
- multiplicity = 4
- M (g/mol) = 181.04
- ΔE to the lowest compared entry with this formula, charge and spin (kcal/mol) = 0.0

natural (NBO) population analysis, charges in e, atoms 1 to 6:
1. O -0.84
2. O -0.55
3. C 0.14
4. C -0.47
5. C 0.49
6. H 0.17

Computed, not measured: an isolated molecule of C31H35Br2NO3S in a non-equilibrium geometry, with ωB97M-V/def2-TZVPD.

Positions of all 73 atoms, in Å:
1 C 2.84053 -5.93791 0.68832
2 C 1.54096 -5.39200 1.30400
3 C 1.78886 -4.36834 2.43228
4 C 1.68952 -2.90009 2.01679
5 C 2.42394 -2.52987 0.70683
6 C 1.94443 -1.18788 0.22039
7 C 2.67891 -0.02503 0.46297
8 C 3.98248 -0.06456 1.20271
9 C 2.17764 1.19881 0.00985
10 O 2.95057 2.31899 0.22979
11 C 0.96217 1.30504 -0.66462
12 C 0.45929 2.60531 -1.22225
13 O 0.78180 2.83096 -2.58470
14 C 2.15273 2.67143 -2.93394
15 C 2.41729 1.34674 -3.62288
16 C 0.21426 0.14124 -0.85295
17 C 0.72182 -1.08392 -0.44241
18 S -0.24139 -2.53239 -0.78978
19 C -1.82681 -1.85408 -0.40596
20 C -2.78824 -2.61149 0.24750
21 Br -2.45397 -4.42244 0.72222
22 C -4.01999 -2.06268 0.56239
23 C -4.25574 -0.73736 0.22304
24 C -3.30178 0.04808 -0.42116
25 C -3.64925 1.49124 -0.71340
26 C -3.05412 2.44313 0.31279
27 C -2.70893 3.73900 -0.04414
28 C -2.15320 4.63198 0.87184
29 C -1.91816 4.25220 2.18889
30 C -1.28597 5.15926 3.20439
31 C -2.29031 2.95888 2.56076
32 C -2.84850 2.07324 1.64293
33 C -2.07188 -0.51976 -0.76258
34 N -1.08758 0.24846 -1.47661
35 C -1.01651 -0.07786 -2.91625
36 C -2.38721 -0.38769 -3.48576
37 O -3.19554 0.43118 -3.66844
38 Br -2.73258 -2.24145 -3.94007
39 H 3.70079 -5.76035 1.32537
40 H 2.77418 -6.99862 0.46648
41 H 3.04766 -5.43490 -0.25393
42 H 0.89473 -6.19147 1.64948
43 H 0.98780 -4.87377 0.52530
44 H 2.74293 -4.57493 2.91282
45 H 1.02484 -4.53156 3.19166
46 H 2.13771 -2.28989 2.79889
47 H 0.64731 -2.62812 1.89857
48 H 3.48607 -2.46344 0.91435
49 H 2.30259 -3.27824 -0.06976
50 H 3.89613 -0.62016 2.13326
51 H 4.31494 0.92873 1.46731
52 H 4.77305 -0.53500 0.62083
53 H 2.36014 3.06019 0.39173
54 H 0.75547 3.45967 -0.60508
55 H -0.61666 2.56641 -1.17259
56 H 2.81736 2.83468 -2.08942
57 H 2.36908 3.45829 -3.65574
58 H 1.79272 1.30017 -4.51227
59 H 2.18850 0.50771 -2.97583
60 H 3.44728 1.29223 -3.96368
61 H -4.77281 -2.63394 1.07519
62 H -5.21172 -0.30620 0.47864
63 H -3.32770 1.77634 -1.70708
64 H -4.72938 1.55345 -0.60981
65 H -2.84777 4.08911 -1.05838
66 H -1.88154 5.63077 0.55985
67 H -1.85341 5.15525 4.12908
68 H -1.13797 6.16677 2.83299
69 H -0.29839 4.76830 3.45191
70 H -2.12568 2.63833 3.57897
71 H -3.10885 1.09091 2.00591
72 H -0.34378 -0.90308 -3.14166
73 H -0.64517 0.78805 -3.45612

- E_LUMO (eV) = 0.46
- electronic energy (Ha) = -7028.98116
- SMILES = CCCCCc1c(C)c(O)c(COCC)c2c1Sc1c(Br)ccc(Cc3ccc(C)cc3)c1N2CC(=O)Br
- M (g/mol) = 661.50

Mulliken population analysis, charges in e, atoms 1 to 6:
1. C -1.24
2. C 0.07
3. C -0.99
4. C -0.21
5. C -1.57
6. C 0.49